A 6-piece molecular cluster, C26H58Cl2FN5O14P overall, computed with wB97M-V/def2-TZVPD.

The geometry in XYZ format:
```
107
Properties=species:S:1:pos:R:3:forces:R:3
C 5.152 -3.772 2.163 -0.186 0.117 0.485
O 5.429 -2.880 1.002 -1.505 -1.159 0.301
C 4.284 -2.940 0.054 -1.376 -0.098 0.466
C 2.995 -2.003 0.540 0.570 0.232 -0.008
C 3.462 -0.433 0.804 -0.459 -0.057 0.029
C 3.207 0.537 -0.505 0.769 -0.650 0.054
C 4.181 1.848 -0.349 -0.574 0.804 0.285
C 3.341 3.094 0.362 0.707 -0.682 0.079
C 2.433 3.945 -0.709 0.482 1.482 0.587
C 1.199 4.727 0.065 -0.166 -0.568 -0.284
C 0.135 3.615 0.718 0.721 0.947 -1.054
C -1.310 3.895 -0.022 0.821 -1.020 0.063
C -2.530 2.914 0.493 0.498 1.341 0.589
C -3.872 3.840 0.669 1.798 0.599 -0.064
P -5.487 3.054 0.014 -0.115 3.631 -1.827
O -6.110 3.297 1.654 -0.243 -3.990 1.710
C -6.190 2.017 2.405 -2.762 0.355 0.162
C -5.529 1.911 3.897 1.217 0.924 -0.536
Cl -5.215 3.694 4.443 -0.988 -1.392 -0.348
C -4.081 1.151 3.977 -0.778 -2.480 0.182
C -4.373 -0.312 4.735 -0.447 0.857 0.607
Cl -2.820 2.012 5.062 -0.806 -0.980 -1.114
C -5.991 0.822 1.306 -0.909 1.143 -1.410
F -5.537 -0.524 1.721 -0.111 2.579 -0.297
C -7.571 0.497 0.866 0.357 -1.430 -0.029
C -7.643 -0.612 -0.356 -0.401 0.035 -0.042
C -9.214 -0.758 -0.806 -0.655 0.768 0.441
O -9.559 -2.124 -1.303 -1.375 1.507 -0.126
O -5.084 1.381 0.292 -2.344 -2.379 2.824
H 4.114 -3.467 2.639 2.033 -0.917 -1.001
H 5.185 -4.896 1.805 -0.283 2.170 0.740
H 5.951 -3.645 3.031 -1.470 -0.014 -2.170
H 3.886 -4.056 0.093 0.844 2.045 -0.514
H 4.605 -2.618 -1.045 -0.363 -0.695 2.558
H 2.546 -2.420 1.539 0.871 0.624 -1.960
H 2.160 -2.098 -0.300 1.769 0.342 1.762
H 4.608 -0.394 1.076 -2.273 -0.287 -0.630
H 2.893 -0.021 1.764 1.109 -0.805 -2.120
H 2.056 0.819 -0.631 2.525 -0.445 0.433
H 3.514 -0.081 -1.470 -0.730 1.380 2.186
H 4.610 2.191 -1.385 -0.889 -0.632 1.914
H 5.105 1.643 0.360 -1.897 0.066 -1.530
H 4.149 3.785 0.901 -1.897 -1.200 -1.251
H 2.709 2.600 1.238 1.088 1.159 -1.922
H 3.140 4.808 -1.128 -1.371 -1.920 0.651
H 2.069 3.325 -1.637 0.583 0.960 2.016
H 1.653 5.431 0.881 -0.772 -1.398 -1.437
H 0.574 5.427 -0.670 1.537 -1.563 1.404
H 0.582 2.540 0.458 -1.232 2.206 0.734
H 0.130 3.793 1.876 -0.352 -0.609 -2.177
H -1.530 5.042 0.096 0.188 -2.294 -0.143
H -1.153 3.659 -1.182 -0.234 0.747 2.395
H -2.264 2.503 1.578 -0.360 0.499 -2.428
H -2.628 2.055 -0.310 -0.108 1.656 1.886
H -3.698 4.832 0.029 -0.491 -2.167 1.112
H -4.027 4.229 1.784 0.637 -1.037 -2.344
H -5.892 4.432 -0.296 -0.086 -0.040 0.387
H -5.023 3.031 -1.375 0.578 -0.496 0.424
H -6.783 2.744 -0.586 0.022 -0.791 0.813
H -7.356 1.932 2.646 2.401 0.127 -0.110
H -6.305 1.459 4.648 1.692 0.842 -1.450
H -3.592 0.905 2.937 -1.046 1.046 2.045
H -4.771 -0.005 5.818 1.094 -0.847 -2.200
H -5.251 -0.914 4.235 1.896 1.279 0.648
H -3.400 -0.964 4.808 -1.975 1.355 -0.128
H -8.058 -0.040 1.811 1.100 1.159 -1.829
H -8.201 1.464 0.671 1.531 -1.783 0.085
H -6.947 -0.286 -1.245 -1.483 -0.596 1.734
H -7.265 -1.670 0.033 -0.870 2.326 -0.757
H -9.552 0.026 -1.636 1.044 -1.482 1.757
H -9.881 -0.535 0.157 1.399 -0.467 -1.933
H -10.527 -2.089 -1.623 2.391 0.059 0.830
C -6.518 -4.471 0.597 -0.249 0.228 0.052
N -5.857 -5.668 1.183 0.372 -0.771 0.462
O -6.326 -6.114 2.237 0.854 0.384 -1.455
O -4.886 -6.126 0.569 -1.337 0.462 1.007
H -7.352 -4.179 1.238 0.257 -0.157 -0.114
H -5.773 -3.675 0.546 -0.087 -0.172 -0.098
H -6.875 -4.746 -0.398 0.188 0.096 0.142
C 6.192 -2.163 -3.961 -0.069 -0.212 0.239
N 5.918 -0.723 -3.702 -0.382 0.735 0.294
O 4.911 -0.449 -3.040 1.750 -0.141 -1.198
O 6.722 0.091 -4.172 -1.132 -0.766 0.669
H 5.409 -2.761 -3.492 0.359 0.508 -0.242
H 6.194 -2.309 -5.043 0.110 0.095 0.183
H 7.167 -2.395 -3.527 -0.066 0.166 -0.211
C 2.574 -5.648 -2.594 -0.278 -0.163 0.127
N 3.024 -4.309 -3.059 -0.455 1.164 -0.143
O 2.196 -3.391 -3.029 1.658 -1.377 -0.143
O 4.197 -4.216 -3.441 -1.703 -0.334 0.454
H 1.527 -5.582 -2.289 0.282 0.123 -0.111
H 2.690 -6.343 -3.428 0.123 0.132 0.179
H 3.205 -5.933 -1.749 -0.005 0.034 -0.248
C 6.566 2.424 -6.647 0.042 -0.240 0.306
N 6.127 2.177 -8.048 -0.311 -0.212 -0.955
O 5.864 1.010 -8.361 0.318 1.701 0.180
O 6.060 3.161 -8.793 0.042 -1.514 0.884
H 6.579 1.474 -6.108 -0.043 0.240 -0.207
H 7.567 2.859 -6.687 -0.255 0.051 -0.037
H 5.850 3.114 -6.195 0.200 -0.036 -0.150
C 8.331 -1.304 3.149 0.208 0.033 -0.263
N 7.976 -2.070 4.374 -0.237 -0.494 0.895
O 8.726 -2.997 4.700 -1.167 1.178 -0.254
O 6.953 -1.719 4.975 1.532 -0.667 -0.775
H 9.247 -1.720 2.726 -0.246 0.017 0.216
H 7.501 -1.405 2.446 0.025 0.094 0.155
H 8.479 -0.263 3.442 -0.183 -0.184 -0.044
```
Positions in Å, forces in eV/Å.

Values from the calculation:
HOMO = -4.451 eV
LUMO level = 0.67 eV
net charge = -1

---

C41H46N3PYb as an isolated structure, computed with wB97M-V/def2-TZVPD.

The geometry in XYZ format:
```
92
Properties=species:S:1:pos:R:3:forces:R:3
Yb 1.435 0.509 -0.647 -1.444 -6.168 -2.489
N -1.003 -2.955 0.884 0.138 -0.135 -0.640
N 2.281 -1.733 -1.345 2.736 -0.304 -2.264
C 1.255 2.775 -0.699 0.448 0.948 1.071
C 2.641 2.467 -0.543 -0.308 1.033 0.726
C 2.819 1.775 0.691 -0.874 1.430 0.034
C 4.030 1.009 1.057 0.803 -0.209 0.283
H 4.929 1.534 0.690 -0.181 -0.252 0.236
H 4.069 -0.022 0.626 -0.118 0.593 0.319
H 4.085 0.913 2.147 0.237 -0.095 -0.182
C 1.541 1.719 1.333 0.369 0.860 -0.116
C 1.240 0.953 2.562 -0.300 -0.498 0.997
H 0.564 1.545 3.213 0.450 -0.404 -0.159
H 2.171 0.718 3.121 -0.559 0.165 -0.182
H 0.722 -0.012 2.339 0.387 0.716 0.135
C 0.567 2.314 0.473 1.364 0.950 0.278
C -0.899 2.177 0.613 -0.918 0.173 0.106
H -1.248 1.123 0.672 0.305 0.484 -0.037
H -1.405 2.654 -0.239 0.013 -0.053 0.314
H -1.245 2.668 1.539 -0.096 -0.193 -0.282
C 3.694 2.654 -1.569 0.694 0.114 -0.524
H 4.611 3.072 -1.109 -0.326 -0.108 -0.313
H 3.350 3.346 -2.357 0.279 -0.279 0.252
H 3.987 1.693 -2.048 -0.063 0.520 0.156
C 0.601 3.185 -1.974 -0.259 0.601 -0.355
H -0.347 2.635 -2.147 0.445 0.256 -0.062
H 1.263 3.020 -2.842 -0.351 -0.001 0.232
H 0.356 4.263 -1.952 -0.076 -0.326 -0.193
C -1.866 -3.916 0.603 0.368 -0.897 -1.068
H -2.840 -3.833 1.099 0.177 -0.205 -0.119
C -1.608 -4.972 -0.307 -0.196 0.322 0.838
H -2.411 -5.671 -0.515 0.167 -0.124 -0.002
C -0.319 -5.096 -0.866 -0.410 0.431 0.071
H -0.067 -5.961 -1.510 -0.137 0.684 0.349
C 0.577 -4.070 -0.619 0.207 0.097 0.393
H 1.567 -4.010 -1.090 -0.529 -0.250 0.284
C 0.210 -2.964 0.232 -0.466 -0.414 -0.307
C 0.968 -1.773 0.356 0.251 0.948 2.697
H 1.963 -1.906 0.869 -0.671 -0.083 -0.350
C 1.507 -1.493 -2.392 2.682 -1.921 1.957
C 3.566 -1.274 -1.698 -0.145 -0.530 -0.027
H 4.448 -1.431 -1.062 -0.510 0.033 -0.403
C 3.533 -0.765 -2.958 -0.511 0.792 -0.078
H 4.343 -0.467 -3.611 -0.370 0.136 0.270
N 2.148 -0.745 -3.333 2.199 -0.474 -0.017
C 1.452 0.111 -4.221 -0.429 1.006 -0.419
C 2.060 1.146 -4.981 -0.847 -0.054 -0.433
C 1.220 2.028 -5.700 0.086 -0.513 0.440
H 1.664 2.802 -6.340 -0.039 -0.291 0.371
C -0.172 1.935 -5.634 0.393 -0.504 0.232
C -1.034 2.884 -6.399 -0.361 0.270 -0.224
H -1.912 3.159 -5.801 0.172 0.065 -0.166
H -1.411 2.433 -7.328 0.119 0.107 0.145
H -0.477 3.793 -6.658 -0.195 -0.124 0.010
C -0.745 0.918 -4.871 0.714 0.456 0.027
H -1.839 0.850 -4.867 0.451 -0.212 0.275
C 0.042 0.001 -4.136 -0.569 0.680 -1.108
C -0.570 -1.063 -3.348 -3.690 -0.845 -1.043
H -1.054 -1.842 -3.995 0.134 0.677 0.373
H -1.288 -0.698 -2.592 -0.210 0.052 -0.427
H 0.389 -1.782 -2.654 -0.520 0.986 -0.111
C 3.538 1.336 -5.152 0.485 0.226 -0.246
H 3.965 0.542 -5.797 -0.033 0.276 0.444
H 4.069 1.368 -4.191 -0.099 -0.011 -0.424
H 3.729 2.300 -5.658 -0.105 -0.443 0.191
C -3.520 -1.004 1.696 -0.166 -0.058 0.209
P -2.124 -0.371 2.716 0.460 -0.094 -0.638
C -2.994 0.798 3.844 -0.112 0.140 0.318
C -2.252 1.907 4.316 -0.534 -0.474 0.018
C -2.835 2.814 5.198 -0.077 0.132 0.052
C -4.168 2.666 5.592 0.061 -0.396 -0.214
C -4.912 1.582 5.109 0.187 0.152 -0.060
C -4.335 0.656 4.236 0.189 0.441 0.245
C -1.782 -1.817 3.789 -0.209 -0.340 0.407
C -2.801 -2.408 4.549 0.565 -0.203 0.100
C -2.507 -3.479 5.397 0.232 0.016 -0.048
C -1.194 -3.966 5.491 -0.383 0.195 -0.173
C -0.192 -3.402 4.699 0.170 -0.294 0.181
C -0.480 -2.350 3.843 -0.429 0.434 -0.009
H -4.027 -0.145 1.234 0.059 -0.248 0.069
H -3.101 -1.658 0.919 -0.111 0.303 0.293
H -4.229 -1.571 2.318 0.038 0.126 -0.364
H -1.219 2.047 3.985 -0.410 -0.118 0.154
H -2.247 3.651 5.582 -0.188 -0.222 -0.161
H -4.627 3.387 6.267 0.120 -0.176 -0.135
H -5.950 1.456 5.413 0.159 0.061 -0.046
H -4.944 -0.173 3.864 0.267 0.290 0.106
H -3.824 -2.030 4.480 0.332 -0.139 0.113
H -3.302 -3.931 5.987 0.164 0.047 -0.070
H -0.968 -4.793 6.166 -0.052 0.217 -0.194
H 0.830 -3.801 4.744 -0.448 0.163 -0.030
H 0.295 -1.933 3.196 -0.247 -0.124 0.142
```
Positions in Å, forces in eV/Å.

Values from the calculation:
HOMO (spin up / spin down) = -1.923 / -2.412 eV
multiplicity = 2
LUMO level (spin up / spin down) = 2.50 / 2.50 eV
net charge = -1

---

A 2-piece molecular cluster, C17H23NO2 overall, computed with wB97M-V/def2-TZVPD.

The geometry in XYZ format:
```
43
Properties=species:S:1:pos:R:3:forces:R:3
C -2.885 -1.092 3.280 -0.337 -0.003 0.003
C -1.607 -0.340 2.944 1.085 -0.321 0.209
C -0.390 -1.034 3.266 0.265 0.281 -0.206
C 0.933 -0.533 3.058 -1.523 -0.715 0.261
C 2.043 -1.463 3.519 0.328 -0.019 0.049
O 1.221 0.562 2.546 0.655 0.405 -0.600
O -1.665 0.790 2.443 -0.395 0.112 -0.308
H -2.697 -2.152 3.466 -0.027 0.113 0.012
H -3.343 -0.658 4.178 0.073 -0.027 -0.153
H -3.603 -0.995 2.459 0.078 0.059 0.092
H -0.479 -2.016 3.727 0.003 0.164 -0.101
H 1.685 -2.489 3.635 0.074 0.122 0.025
H 2.865 -1.447 2.795 -0.042 0.030 0.102
H 2.438 -1.120 4.484 -0.038 -0.026 -0.186
C 2.803 -1.176 -2.711 0.162 -0.008 -0.099
C 2.951 -1.052 -1.197 -0.249 -0.209 0.078
C 2.496 0.308 -0.690 0.339 0.269 0.173
N 1.157 0.644 -1.199 -0.911 0.387 0.617
C 0.218 1.024 -0.369 1.116 0.035 -0.353
C -1.145 1.267 -0.742 -1.592 0.129 -0.674
C -1.869 0.375 -1.573 0.363 0.406 0.312
C -3.171 0.681 -1.950 -0.074 -0.025 0.158
C -3.784 1.855 -1.492 0.543 0.029 0.150
C -3.084 2.725 -0.642 -0.250 -0.147 -0.285
C -1.787 2.427 -0.253 0.542 -0.523 0.053
C 1.040 0.606 -2.667 0.049 -0.208 -0.338
C 1.413 -0.773 -3.196 -0.101 -0.167 0.092
H 3.541 -0.524 -3.191 0.011 -0.096 -0.044
H 3.010 -2.205 -3.016 0.097 0.114 -0.039
H 2.383 -1.848 -0.698 0.028 0.169 -0.019
H 3.997 -1.169 -0.902 -0.082 -0.078 -0.026
H 2.453 0.345 0.402 -0.005 0.031 -0.040
H 3.195 1.076 -1.051 -0.214 -0.051 0.054
H 0.513 1.233 0.667 0.015 -0.459 0.196
H -1.404 -0.571 -1.875 -0.240 0.388 0.044
H -3.717 -0.015 -2.589 0.106 0.227 0.216
H -4.807 2.084 -1.789 0.247 -0.046 0.087
H -3.561 3.638 -0.282 0.132 -0.318 -0.062
H -1.225 3.063 0.435 -0.340 -0.140 -0.165
H 0.043 0.899 -3.006 0.252 0.062 0.342
H 1.774 1.324 -3.066 -0.195 -0.025 0.269
H 1.377 -0.735 -4.290 0.013 -0.066 0.138
H 0.675 -1.517 -2.867 0.039 0.147 -0.034
```
Positions in Å, forces in eV/Å.

Values from the calculation:
HOMO = -6.286 eV
LUMO level = -0.94 eV
ΔE to the lowest compared entry with this formula, charge and spin = 3.054 eV

---

E_tot in eV, matching the order above: -101045.0100 -88545.0184 -23585.6849